# 1
48
Properties=species:S:1:pos:R:3 method="wB97M-V/def2-TZVPD" spin_multiplicity=2 homo_ev="-19.432 / -19.434" energy_ev=-151169.4696 e_lumo_ev="-12.6 / -11.8" gap_ev="6.862 / 7.612" total_charge=+3 s2=0.77
Mn -2.401 -1.647 1.360
C 0.099 2.329 -3.123
C 0.827 3.591 -1.371
C 2.275 3.805 -1.431
C -0.028 4.762 -1.195
C 0.267 2.220 -1.496
C -1.091 2.025 -0.910
C -1.384 0.891 -0.275
Br -3.130 0.550 0.401
C -0.428 -0.186 -0.084
O -0.790 -1.256 0.495
C 0.938 -0.041 -0.554
C 1.221 1.110 -1.199
C 1.969 -1.150 -0.323
C 2.116 -1.416 1.186
C 1.531 -2.424 -1.068
C 3.333 -0.721 -0.869
H 0.341 3.324 -3.506
H -0.937 2.117 -3.373
H 0.771 1.611 -3.584
H 2.540 4.850 -1.562
H 2.771 3.188 -2.183
H 2.678 3.458 -0.463
H 0.380 5.640 -1.697
H 0.052 4.990 -0.114
H -1.080 4.630 -1.429
H -1.849 2.785 -1.050
H 2.223 1.229 -1.588
H 1.243 -1.899 1.620
H 2.329 -0.498 1.738
H 2.961 -2.086 1.339
H 0.586 -2.820 -0.704
H 2.285 -3.196 -0.913
H 1.455 -2.249 -2.143
H 3.708 0.184 -0.384
H 3.319 -0.578 -1.953
H 4.055 -1.510 -0.668
O -3.905 -2.006 5.002
P -2.776 -2.633 4.166
O -1.510 -3.077 4.680
O -2.566 -1.410 2.986
O -3.614 -3.702 3.250
P -3.312 -3.839 1.709
O -3.833 -5.143 1.150
O -1.840 -3.438 1.493
O -3.915 -2.554 1.009
H -3.761 -1.894 5.958
H -4.122 -5.914 1.671

***

# 2
49
Properties=species:S:1:pos:R:3 method="wB97M-V/def2-TZVPD" spin_multiplicity=1 homo_ev=-8.426 energy_ev=-40515.1847 e_lumo_ev=0.6 gap_ev=9.017
C 0.042 -1.641 2.422
O -1.330 -1.507 2.135
C -1.779 -0.317 1.659
C -3.091 -0.300 1.185
C -3.626 0.863 0.675
C -2.869 2.023 0.621
C -1.570 2.024 1.105
C -0.704 3.253 0.950
C -0.010 2.993 -0.376
O -0.481 3.322 -1.446
N 1.131 2.267 -0.271
C 1.576 1.447 -1.396
C 3.042 1.041 -1.252
C 3.320 0.154 -0.047
S 5.064 -0.396 -0.073
C 4.910 -1.814 1.048
C 0.602 0.308 -1.489
N 0.701 -0.867 -0.932
C -0.500 -1.494 -1.166
C -0.944 -2.759 -0.796
C -2.231 -3.107 -1.143
C -3.066 -2.234 -1.844
C -2.643 -0.979 -2.228
C -1.351 -0.620 -1.881
N -0.610 0.513 -2.084
C -1.028 0.852 1.623
H 0.652 -1.395 1.547
H 0.186 -2.688 2.683
H 0.340 -1.019 3.274
H -3.660 -1.215 1.218
H -4.639 0.867 0.302
H -3.283 2.925 0.197
H 0.012 3.352 1.765
H -1.316 4.150 0.875
H 1.381 1.912 0.639
H 1.463 2.071 -2.291
H 3.332 0.498 -2.153
H 3.650 1.946 -1.193
H 3.164 0.685 0.894
H 2.688 -0.732 -0.090
H 5.897 -2.256 1.135
H 4.568 -1.475 2.022
H 4.214 -2.533 0.625
H -0.301 -3.434 -0.255
H -2.609 -4.080 -0.866
H -4.069 -2.552 -2.089
H -3.287 -0.302 -2.768
H -0.921 1.390 -2.476
H -0.019 0.858 2.006

***

# 3
10
Properties=species:S:1:pos:R:3 method="wB97M-V/def2-TZVPD" spin_multiplicity=1 homo_ev=-9.353 energy_ev=-19471.5274 e_lumo_ev=0.2 gap_ev=9.591
H -0.373 2.306 0.010
N 0.352 1.683 -0.129
C -0.121 0.480 -0.221
C -1.419 -0.160 -0.066
N -1.250 -1.405 0.072
O 0.038 -1.735 -0.198
N 0.768 -0.579 -0.554
S 2.375 -0.570 -0.073
H -2.445 0.175 -0.039
H 2.075 -0.195 1.196

***

# 4
12
Properties=species:S:1:pos:R:3 method="wB97M-V/def2-TZVPD" spin_multiplicity=1 homo_ev=-10.637 energy_ev=-19484.3178 e_lumo_ev=1.1 gap_ev=11.737
F -0.157 2.146 -0.430
C 0.380 0.911 -0.217
C -0.085 -0.184 -1.096
C -0.099 -1.079 0.152
C -0.227 0.184 0.983
Cl 0.738 0.260 2.475
H 1.470 1.035 -0.256
H 0.501 -0.528 -1.922
H -1.086 0.055 -1.398
H -0.940 -1.701 0.279
H 0.873 -1.514 0.373
H -1.369 0.415 1.057

***

For reference, energy above the lowest of the compared OMol25 structures with the same formula, charge and spin by record: 0.0; 11.0; 343.4; 40.9 kJ/mol.